[1]
Entry from the OMol25 dataset: a single C8H10NP molecule in a non-equilibrium geometry (the ωB97M-V functional and the def2-TZVPD basis).

## Properties
2S+1 = 1
energy above the lowest of the compared OMol25 structures with the same formula, charge and spin = 1.088 eV
total charge = 0

Last columns: bonded neighbours and bond lengths (Å).
Cartesian coordinates (Å):
1 H -2.175 2.211 -1.813  N2 1.123
2 N -1.159 1.867 -1.480  H1 1.123, C3 1.241
3 C -1.093 0.720 -1.010  N2 1.241, P4 1.939, C6 1.576
4 P -2.494 -0.576 -0.673  C3 1.939, C5 1.862, H12 1.439
5 C -2.351 -0.749 1.176  P4 1.862, H13 1.181, H14 1.202, H15 1.154
6 C 0.351 0.281 -0.556  C3 1.576, C7 1.353, C11 1.406
7 C 1.130 1.244 -0.011  C6 1.353, C8 1.406, H16 1.096
8 C 2.402 0.862 0.448  C7 1.406, C9 1.389, H17 1.186
9 C 2.809 -0.466 0.476  C8 1.389, C10 1.432, H18 1.126
10 C 1.998 -1.433 -0.200  C9 1.432, C11 1.398, H19 1.139
11 C 0.780 -1.042 -0.764  C6 1.406, C10 1.398, H20 1.030
12 H -3.660 0.263 -0.761  P4 1.439
13 H -2.252 0.339 1.625  C5 1.181
14 H -1.226 -1.159 1.272  C5 1.202
15 H -3.153 -1.350 1.749  C5 1.154
16 H 0.948 2.319 -0.131  C7 1.096
17 H 3.205 1.674 0.768  C8 1.186
18 H 3.789 -0.755 0.950  C9 1.126
19 H 2.124 -2.554 -0.044  C10 1.139
20 H 0.026 -1.696 -1.021  C11 1.030

Atom charges from the Löwdin analysis, given in e for atoms 1 to 2: H 0.107; N 0.065

[2]
Entry from the OMol25 dataset: a single C8H10O molecule in a non-equilibrium geometry (the ωB97M-V functional and the def2-TZVPD basis).

## Properties
2S+1 = 1
energy above the lowest of the compared OMol25 structures with the same formula, charge and spin = 2.808 eV
total charge = 0

Last columns: bonded neighbours and bond lengths (Å).
Cartesian coordinates (Å):
1 O 0.363 -0.653 1.897  C2 1.230
2 C -0.051 0.055 0.980  O1 1.230, C3 1.572, C6 1.502
3 C -0.596 1.507 1.237  C2 1.572, C4 1.534, H10 1.121, H11 1.050
4 C -0.418 2.314 -0.054  C3 1.534, C5 1.356, H12 1.059
5 C -0.025 1.420 -0.995  C4 1.356, C6 1.471, H13 1.108
6 C 0.074 0.032 -0.517  C2 1.502, C5 1.471, C7 1.640, C9 1.561
7 C -0.825 -1.153 -1.209  C6 1.640, C8 1.525, H14 1.097, H15 1.147
8 C 0.196 -2.147 -0.666  C7 1.525, C9 1.574, H16 1.138, H17 1.113
9 C 1.253 -0.981 -0.657  C6 1.561, C8 1.574, H18 1.084, H19 1.158
10 H -1.561 1.464 1.807  C3 1.121
11 H 0.097 1.898 1.923  C3 1.050
12 H -0.384 3.366 0.057  C4 1.059
13 H 0.349 1.796 -1.968  C5 1.108
14 H -1.863 -1.277 -0.876  C7 1.097
15 H -0.870 -0.964 -2.339  C7 1.147
16 H 0.043 -2.990 -1.415  C8 1.138
17 H -0.083 -2.527 0.342  C8 1.113
18 H 1.711 -0.843 -1.631  C9 1.084
19 H 2.014 -0.986 0.216  C9 1.158

Atom charges from the Löwdin analysis, given in e for atoms 1 to 2: O 0.075; C -0.315